C23H29N5O3S | wB97M-V/def2-TZVPD

Summary:
SMILES: Cc1ccc(NCc2nnc(SCC(=O)NCc3ccco3)n2C[C@H]2CCCO2)c(C)c1
E (a.u.): -1791.53311
Largest force on an atom (hartree/bohr): 0.0231
Kohn-Sham gap (eV): 8.439
Energy above the lowest of the compared OMol25 structures with the same formula, charge and spin (eV): 1.814

Last column: Mulliken charge in e.
Atoms and positions in Å:
C  -4.79451  -2.88715  -3.21983  -1.47
C  -4.04217  -1.74900  -2.59790  0.72
C  -3.99798  -1.57239  -1.22493  -1.23
C  -3.30630  -0.51334  -0.66507  -0.72
C  -2.64029  0.40630  -1.47062  0.40
N  -1.96661  1.49697  -0.93567  -0.02
C  -1.63570  1.57236  0.46155  -1.69
C  -0.87900  0.41312  1.03583  1.05
N  -1.00174  0.03756  2.27642  -0.85
N  -0.16628  -0.99085  2.49863  -0.50
C  0.46552  -1.23016  1.38000  0.64
S  1.67359  -2.44919  1.10336  -0.16
C  1.97763  -3.00327  2.81171  -0.71
C  2.75629  -1.91939  3.55159  0.54
O  3.96652  -1.86219  3.52617  -0.67
N  1.96165  -1.06560  4.22561  -0.21
C  2.46860  0.19601  4.73544  -1.04
C  1.89455  1.32903  3.95055  0.38
C  0.86826  2.18491  4.22239  -0.56
C  0.72180  3.00642  3.07896  -0.64
C  1.66244  2.58165  2.19477  -0.26
O  2.37400  1.56447  2.70856  -0.33
N  0.05197  -0.37114  0.40170  0.70
C  0.52166  -0.35239  -0.95504  -1.02
C  1.39333  0.88917  -1.24567  0.89
C  2.85382  0.68282  -0.84022  -0.59
C  3.43166  0.02838  -2.09359  -0.79
C  2.62603  0.69793  -3.21022  -0.62
O  1.40363  1.15136  -2.63575  -0.49
C  -2.67989  0.24452  -2.86745  1.58
C  -1.97851  1.21812  -3.77168  -1.64
C  -3.37638  -0.82600  -3.39707  -0.73
H  -5.09428  -3.61100  -2.46609  0.36
H  -5.69199  -2.51934  -3.71787  0.31
H  -4.18280  -3.39138  -3.96644  0.35
H  -4.50535  -2.27082  -0.57515  0.34
H  -3.28793  -0.40854  0.40832  0.34
H  -1.28898  1.90375  -1.56139  0.38
H  -1.04814  2.48235  0.62458  0.39
H  -2.54955  1.66943  1.05859  0.34
H  1.01668  -3.22712  3.26962  0.40
H  2.58842  -3.89889  2.70831  0.43
H  0.96095  -1.09236  4.02765  0.47
H  2.19118  0.30529  5.78698  0.34
H  3.55782  0.16476  4.63726  0.41
H  0.29051  2.22681  5.12177  0.47
H  0.01393  3.79776  2.94220  0.53
H  1.93048  2.91686  1.21232  0.62
H  -0.33166  -0.36376  -1.63863  -0.61
H  1.09978  -1.26466  -1.11936  0.69
H  0.94293  1.75782  -0.74971  0.22
H  2.95743  0.07104  0.05252  0.17
H  3.33171  1.64720  -0.66475  0.41
H  4.49911  0.20064  -2.20211  0.45
H  3.25288  -1.04677  -2.08032  0.23
H  2.39563  0.01582  -4.03333  0.34
H  3.15078  1.57147  -3.61449  0.32
H  -0.90066  1.22781  -3.59401  0.22
H  -2.14419  0.94827  -4.81149  0.41
H  -2.35877  2.22790  -3.61629  0.36
H  -3.40356  -0.94938  -4.47120  0.34


C23H29N5OPtSSe | wB97M-V/def2-TZVPD

Summary:
E (a.u.): -4160.06408
<S²>: 6.03
Largest force on an atom (hartree/bohr): 0.0042
Charge: +4
Kohn-Sham gap (alpha / beta) (eV): 8.127 / 4.928
2S+1: 5

Last column: Mulliken charge in e.
Atoms and positions in Å:
Pt  -0.19295  -0.81886  0.66374  2.87
C  -2.53917  -0.44883  -1.32983  -1.07
N  -1.52162  0.38420  -0.64412  -0.36
C  -0.66002  1.06460  -1.64080  -0.93
C  -2.17273  1.32682  0.31162  -0.72
C  -1.16113  1.97357  1.23127  -0.73
N  -0.42034  0.94271  2.02165  0.05
C  -1.18569  0.55867  3.23449  -1.24
C  0.90740  1.46502  2.42737  -1.14
H  -3.18292  0.20869  -1.92037  0.43
H  -3.14853  -0.97123  -0.59442  0.39
H  -2.04549  -1.15921  -1.98678  0.36
H  -1.26607  1.77914  -2.20415  0.38
H  -0.25986  0.31966  -2.32494  0.36
H  0.15460  1.59943  -1.15543  0.33
H  -2.91725  0.76052  0.87362  0.42
H  -2.70978  2.09043  -0.25916  0.47
H  -1.67111  2.65227  1.91983  0.47
H  -0.43547  2.56843  0.67902  0.46
H  -1.27919  1.42852  3.88899  0.42
H  -0.64177  -0.21366  3.77348  0.42
H  -2.18035  0.21067  2.96523  0.40
H  0.77731  2.38120  3.00844  0.42
H  1.50149  1.69200  1.54256  0.38
H  1.41619  0.72969  3.04781  0.37
Se  -1.10134  -4.59872  -1.91049  0.45
N  -1.84786  -5.49154  -0.61675  -0.62
C  -1.80159  -4.74759  0.48103  0.49
C  -2.27960  -5.10565  1.76518  -0.39
C  -2.12000  -4.19506  2.78262  -0.88
C  -1.51639  -2.95375  2.54486  0.05
N  -1.06838  -2.57458  1.34518  -0.16
C  -1.18668  -3.46859  0.30005  0.69
N  -0.74274  -3.16278  -0.89659  -0.53
H  -2.75830  -6.06542  1.92260  0.53
H  -2.46563  -4.41261  3.78403  0.49
H  -1.40874  -2.24672  3.35387  0.34
O  1.79067  -1.00744  0.00268  -1.24
S  3.07578  -1.13667  0.89257  0.31
C  4.37111  -0.55253  -0.19287  0.20
C  4.15128  -0.09399  -1.45664  0.04
C  5.27585  0.31800  -2.20409  -0.50
C  6.60220  0.26785  -1.65713  -0.39
C  6.80466  -0.18699  -0.37323  -0.78
C  5.70358  -0.59612  0.37223  -0.09
C  3.55371  -2.81028  1.02349  0.49
C  3.87951  -3.58151  -0.10125  -0.33
C  4.30885  -4.87779  0.09956  -0.79
C  4.42084  -5.38482  1.39624  -0.47
C  4.09353  -4.60958  2.50331  -0.72
C  3.65288  -3.30738  2.32624  -0.24
H  3.16151  -0.05669  -1.88824  0.50
H  5.14586  0.68068  -3.21748  0.48
H  7.43100  0.59658  -2.27351  0.48
H  7.79632  -0.22471  0.05861  0.48
H  5.83978  -0.95199  1.38816  0.50
H  3.79450  -3.17817  -1.10298  0.47
H  4.57515  -5.49675  -0.74686  0.49
H  4.77623  -6.39725  1.54118  0.47
H  4.19155  -5.01594  3.50082  0.48
H  3.41422  -2.68638  3.18132  0.49


C23H29N7O3 | wB97M-V/def2-TZVPD

Summary:
SMILES: Cc1c(-c2ccccc2)ccc2nc(N)nc(N)c12.CNC(=O)[C@H](CCC(N)=O)NC(C)=O
E (a.u.): -1502.95278
Largest force on an atom (hartree/bohr): 0.0452
Kohn-Sham gap (eV): 8.074
Energy above the lowest of the compared OMol25 structures with the same formula, charge and spin (eV): 0.000

Last column: Mulliken charge in e.
Atoms and positions in Å:
C  -2.83946  -3.65801  0.07199  -2.54
C  -2.16219  -4.65727  -0.84860  0.83
C  -0.90969  -4.33751  -1.44211  0.71
C  -0.21710  -3.04780  -1.27219  0.06
C  1.07991  -3.02548  -0.73500  -0.36
C  1.78407  -1.82451  -0.61373  -0.96
C  1.19756  -0.63010  -1.03451  -0.23
C  -0.09609  -0.63400  -1.56372  -0.63
C  -0.79983  -1.83858  -1.68528  -0.25
C  -0.25106  -5.29264  -2.22551  -0.86
C  -0.80681  -6.54995  -2.42733  -0.48
C  -2.02970  -6.87878  -1.86468  -0.39
N  -2.48937  -8.10245  -2.10123  -0.72
C  -3.63002  -8.40638  -1.54498  0.21
N  -4.10453  -9.61179  -1.82972  -0.50
N  -4.42656  -7.63179  -0.86324  -0.58
C  -3.94628  -6.43843  -0.63217  1.12
N  -4.89054  -5.76070  0.05103  -0.43
C  -2.72744  -5.94715  -1.09139  0.38
H  -3.16896  -4.15120  0.99032  0.60
H  -2.16673  -2.85738  0.38514  0.40
H  -3.69967  -3.20664  -0.42949  0.40
H  1.54509  -3.95151  -0.41056  0.45
H  2.79015  -1.82177  -0.20540  0.36
H  1.75604  0.29791  -0.96900  0.61
H  -0.54001  0.29859  -1.89880  0.36
H  -1.79343  -1.84142  -2.12190  0.42
H  0.70458  -5.05419  -2.68483  0.50
H  -0.29419  -7.29388  -3.02656  0.48
H  -5.11006  -9.63336  -1.75262  0.25
H  -3.66863  -9.98141  -2.66208  0.25
H  -5.73719  -6.31624  0.09905  0.33
H  -4.97662  -4.78905  -0.21184  0.17
C  -0.06529  7.95480  1.62607  -0.95
N  1.11329  7.09993  1.75552  -0.10
C  1.47555  6.16812  0.86181  0.32
O  0.78486  5.92842  -0.11926  -0.65
C  2.76297  5.36535  1.16139  0.27
C  2.87510  4.00164  0.45153  -1.25
C  1.68344  3.04857  0.67455  -0.63
C  0.78640  2.91075  -0.55584  0.46
N  -0.51805  2.90245  -0.39588  -0.31
O  1.23406  2.75757  -1.67811  -0.68
N  2.96391  5.18149  2.60819  -0.07
C  3.76411  5.86909  3.42046  0.81
C  4.69407  6.92736  2.86200  -1.18
O  3.73365  5.66132  4.62097  -0.67
H  -0.05837  8.72696  2.39673  0.35
H  -0.97122  7.35424  1.72490  0.29
H  -0.06911  8.43012  0.64274  0.30
H  1.69255  7.21352  2.57305  0.20
H  3.57954  5.96843  0.76727  0.26
H  3.78076  3.50812  0.80850  0.40
H  3.01827  4.18026  -0.61483  0.51
H  2.06899  2.05635  0.90737  0.32
H  1.09069  3.37852  1.52742  0.41
H  -1.04819  2.88026  -1.24796  0.27
H  -0.92601  3.09469  0.49755  0.19
H  2.41350  4.47098  3.06516  0.15
H  5.42498  6.45168  2.21014  0.33
H  5.21252  7.40979  3.68973  0.31
H  4.12781  7.67410  2.30981  0.37


C23H29NO3 | wB97M-V/def2-TZVPD

Summary:
SMILES: CCCCOc1ccc(C(=O)[C@H](CN2CCOCC2)c2ccccc2)cc1
E (a.u.): -1174.27837
Largest force on an atom (hartree/bohr): 0.0119
Kohn-Sham gap (eV): 8.998
Energy above the lowest of the compared OMol25 structures with the same formula, charge and spin (eV): 2.667

Last column: Mulliken charge in e.
Atoms and positions in Å:
C  -7.39685  -0.84848  -0.76745  -1.21
C  -5.92509  -1.08561  -0.45129  -0.37
C  -5.47904  -0.42906  0.85654  -0.46
C  -5.36136  1.09282  0.73823  -0.76
O  -4.40606  1.49152  -0.22657  -0.50
C  -3.08513  1.42977  0.05476  0.90
C  -2.23195  1.77388  -0.99980  -1.08
C  -0.86529  1.76222  -0.84244  -0.22
C  -0.29383  1.40946  0.38217  0.46
C  1.16429  1.35611  0.65961  -0.29
O  1.57689  1.36665  1.79858  -0.63
C  2.08450  1.27853  -0.55160  0.98
C  1.89778  -0.06153  -1.31392  -1.83
N  2.29869  -1.19875  -0.51821  0.75
C  1.20585  -1.84446  0.18037  -0.16
C  1.77753  -2.87712  1.15199  -0.80
O  2.56884  -3.83123  0.48442  -0.39
C  3.62262  -3.20053  -0.20421  -0.68
C  3.09786  -2.18421  -1.21943  -0.77
C  3.53293  1.48150  -0.19483  -0.34
C  4.27057  2.46515  -0.84138  -0.36
C  5.60942  2.65329  -0.54784  -0.67
C  6.22793  1.85795  0.40090  -0.45
C  5.49866  0.87822  1.05235  -0.93
C  4.16000  0.68927  0.75827  -0.04
C  -1.15263  1.08865  1.43413  -1.00
C  -2.52333  1.08682  1.28366  -0.30
H  -7.67550  -1.38137  -1.67333  0.36
H  -7.60101  0.20767  -0.92272  0.32
H  -8.02447  -1.20564  0.04655  0.29
H  -5.30879  -0.70064  -1.26616  0.21
H  -5.74782  -2.16078  -0.37831  0.35
H  -6.19181  -0.65841  1.65084  0.43
H  -4.50770  -0.83788  1.14281  0.33
H  -5.13691  1.53994  1.71397  0.32
H  -6.30179  1.51632  0.37835  0.44
H  -2.67893  2.05578  -1.94044  0.43
H  -0.25010  2.05472  -1.67918  0.41
H  1.78546  2.07544  -1.24049  0.88
H  0.85120  -0.14865  -1.64364  0.53
H  2.53054  -0.01331  -2.20451  0.55
H  0.64411  -1.09589  0.74031  0.03
H  0.51731  -2.34724  -0.52473  0.32
H  0.97552  -3.43150  1.64235  0.38
H  2.37970  -2.35685  1.91160  0.32
H  4.18094  -3.99392  -0.70406  0.36
H  4.27954  -2.68200  0.50973  0.32
H  3.94307  -1.68325  -1.69531  0.45
H  2.51035  -2.71520  -1.99054  0.33
H  3.79492  3.09323  -1.58332  0.35
H  6.16934  3.42288  -1.05970  0.41
H  7.27302  2.00420  0.63268  0.40
H  5.97669  0.25819  1.79723  0.39
H  3.59427  -0.07175  1.26736  0.43
H  -0.71440  0.82997  2.38713  0.47
H  -3.14055  0.82510  2.12849  0.36


- Which of these has the highest largest force on an atom?
  C23H29N7O3


- Look up the E of the first one.
  -1791.53311 a.u.